# 1
DFT (ωB97M-V/def2-TZVPD) results for a single C2H5N3O molecule.

```
11
Properties=species:S:1:pos:R:3
C -0.1537 -0.6808 0.8133
C -1.3143 -0.1051 0.2751
N 1.1428 -0.2962 0.7231
N 1.6552 0.9316 0.6378
N -0.6486 0.6264 -1.8960
O -1.5189 0.4225 -0.8953
H -0.3265 -1.5450 1.2795
H -2.1419 -0.2875 0.8053
H 1.8221 -1.1263 0.7433
H 2.5448 0.8754 0.1656
H -1.0611 1.1850 -2.6517
```

## Properties
- gap between HOMO and LUMO (spin up / spin down) (eV) = 7.386 / 8.440
- HOMO level (spin up / spin down) (eV) = -7.45 / -8.12
- F_max (eV/Å) = 4.89

***

# 2
DFT (ωB97M-V/def2-TZVPD) results for a molecular structure, C28H38GeN3OReS2Te.

```
75
Properties=species:S:1:pos:R:3
Re -0.7072 0.2105 -0.4520
C -1.6738 -1.1957 -3.2599
N -1.7604 -1.4750 -1.8120
C -0.9607 -2.6933 -1.5145
C -0.7584 -2.8535 -0.0238
N 0.2076 -1.8642 0.4956
C 0.1368 -1.8329 1.9663
C 1.5520 -2.1856 0.0332
C 2.2944 -3.1733 0.6670
C 3.5810 -3.4819 0.2522
C 4.1304 -2.7980 -0.8239
C 3.3928 -1.8184 -1.4643
C 2.1023 -1.4888 -1.0456
S 1.2249 -0.1993 -1.8554
C -3.1580 -1.7339 -1.4354
C -3.9313 -2.6010 -2.2053
C -5.2421 -2.8871 -1.8691
C -5.7904 -2.2993 -0.7332
C -5.0253 -1.4532 0.0404
C -3.6920 -1.1547 -0.2852
S -2.7808 -0.0911 0.7584
H -1.8692 -2.0955 -3.8512
H -0.6735 -0.8376 -3.4895
H -2.4065 -0.4364 -3.5195
H -0.0025 -2.5919 -2.0242
H -1.4663 -3.5781 -1.9198
H -0.4241 -3.8754 0.2048
H -1.7029 -2.6841 0.4970
H 0.1920 -2.8398 2.4003
H -0.8096 -1.3804 2.2580
H 0.9543 -1.2257 2.3392
H 1.8723 -3.7057 1.5092
H 4.1468 -4.2475 0.7681
H 5.1359 -3.0233 -1.1599
H 3.8178 -1.2696 -2.2966
H -3.5058 -3.0647 -3.0856
H -5.8276 -3.5578 -2.4848
H -6.8175 -2.5032 -0.4548
H -5.4439 -0.9909 0.9260
Te -0.3409 2.1234 1.3446
C 0.1295 1.5642 3.3555
C 1.2646 0.8666 3.7656
C 1.4984 0.6155 5.1123
C 0.6156 1.0683 6.0827
C -0.5085 1.7806 5.6895
C -0.7468 2.0205 4.3430
H 1.9828 0.5390 3.0282
H 2.3869 0.0652 5.4034
H 0.8027 0.8716 7.1318
H -1.2098 2.1452 6.4318
H -1.6372 2.5628 4.0469
C 5.2986 0.8123 1.2981
C 3.9178 0.7850 0.6772
N 3.7650 1.4545 -0.4887
O 2.9922 0.2000 1.2066
H 5.9735 1.5192 0.8159
H 5.7203 -0.1913 1.2306
H 5.1983 1.0652 2.3521
H 4.5570 1.8289 -0.9762
H 2.8887 1.3112 -0.9860
C 0.8165 4.2942 -1.2925
Ge -0.8474 3.4965 -1.9773
C -2.3717 4.5615 -1.3324
C -0.7775 3.7514 -3.9386
C -1.1521 1.5875 -1.6878
H 1.1528 5.0739 -1.9808
H 1.5959 3.5377 -1.1999
H 0.6652 4.7281 -0.3055
H -2.2226 5.6226 -1.5447
H -2.4830 4.4269 -0.2562
H -3.2931 4.2341 -1.8163
H -0.6993 4.8097 -4.1970
H -1.6751 3.3460 -4.4100
H 0.0876 3.2302 -4.3538
H -1.6564 1.2691 -2.6223
```

## Properties
- total charge = -1
- gap between HOMO and LUMO (spin up / spin down) (eV) = 5.604 / 5.850
- ⟨S²⟩ = 0.7781
- HOMO level (spin up / spin down) (eV) = -3.02 / -3.27
- 2S+1 = 2
- F_max (eV/Å) = 0.71

***

# 3
DFT (ωB97M-V/def2-TZVPD) results for 7 unconnected molecules or ions with the total composition C40H101N7O13.

```
161
Properties=species:S:1:pos:R:3
C -9.4997 21.4457 22.5750
O -8.6649 21.9935 21.5684
C -8.9788 21.4059 20.2933
C -7.8318 21.7953 19.4314
C -7.8261 23.2427 19.0241
N -7.6960 21.0002 18.2594
H -9.3089 20.3739 22.5217
H -10.5100 21.5929 22.1932
H -9.4426 22.0035 23.5097
H -9.0630 20.3193 20.3081
H -9.9830 21.6871 19.9760
H -7.0192 21.6229 20.1372
H -7.1978 23.4254 18.1523
H -7.3578 23.8899 19.7656
H -8.8156 23.5246 18.6642
H -6.7147 20.8213 18.1007
H -7.9659 20.0423 18.4316
C -0.3281 21.8688 20.6491
O -0.1970 20.6452 20.1499
C 0.4104 19.7174 21.0000
C 0.1782 18.2232 20.4831
N 0.0862 18.0994 18.9673
C -0.7037 17.1059 18.1790
C -2.2178 17.2796 18.1546
O -2.5969 18.4354 17.3531
C -3.1960 19.5541 17.9583
H -1.1382 21.9231 21.3763
H -0.5363 22.4796 19.7706
H 0.5493 22.2845 21.1446
H -0.1097 19.7050 21.9578
H 1.4301 20.0492 21.1952
H -0.6731 17.8076 21.0221
H 1.1036 17.7178 20.7591
H -0.1804 19.0360 18.6994
H -0.5301 16.1542 18.6812
H -0.2096 16.8959 17.2304
H -2.5506 17.3209 19.1918
H -2.6377 16.3539 17.7610
H -3.1690 20.4623 17.3561
H -2.7370 19.7249 18.9320
H -4.2605 19.5056 18.1876
C -7.9176 16.3222 20.6382
O -9.1965 15.7626 20.4696
C -9.9892 16.3395 19.3919
C -11.3307 16.9450 19.9780
N -10.9873 18.0295 20.9429
C -12.2098 18.5899 21.5577
C -12.7844 19.6427 20.5285
O -13.8627 20.5343 20.9598
C -15.0648 19.8517 21.3454
H -8.0241 17.3173 21.0701
H -7.4961 16.4841 19.6462
H -7.3577 15.5854 21.2141
H -10.2854 15.5923 18.6557
H -9.4068 17.1609 18.9744
H -11.8276 16.1114 20.4743
H -11.9188 17.4352 19.2021
H -10.3571 17.6183 21.6165
H -11.8199 19.0412 22.4701
H -12.9592 17.8083 21.6826
H -13.0770 19.2070 19.5732
H -11.9474 20.2834 20.2513
H -15.3671 19.0732 20.6449
H -15.8702 20.5694 21.1891
H -15.0268 19.4067 22.3397
C -12.1418 23.7192 16.4669
O -11.6937 22.4631 16.1311
C -10.2582 22.3527 16.2085
C -9.8200 21.1731 15.3990
N -8.4588 21.4460 15.0579
C -8.1389 20.3148 14.1200
C -6.5988 20.2770 13.7873
O -5.9532 19.8116 14.9955
C -5.7580 18.3633 15.0296
H -11.9422 23.7704 17.5373
H -13.1879 23.7337 16.1611
H -11.5407 24.5621 16.1261
H -10.2388 22.2764 17.2957
H -9.8068 23.3140 15.9629
H -10.4024 21.1597 14.4778
H -9.8294 20.2581 15.9912
H -7.9107 21.2400 15.8808
H -8.7734 20.1385 13.2513
H -8.2154 19.3686 14.6557
H -6.1526 21.2699 13.7313
H -6.3910 19.7387 12.8625
H -5.2203 18.0367 15.9197
H -5.0885 17.9611 14.2694
H -6.7076 17.8281 15.0262
C -7.1686 27.8319 15.9367
O -6.1721 27.4724 16.8488
C -5.4741 26.2899 16.4543
C -4.1063 26.2137 17.2185
N -4.2208 25.8034 18.6380
C -4.2525 24.3085 18.8103
C -4.2209 23.9303 20.3190
O -4.4284 22.4912 20.4592
C -4.4343 21.9024 21.7519
H -6.9341 27.7036 14.8800
H -7.4076 28.8727 16.1551
H -8.0320 27.1846 16.0906
H -5.1929 26.3632 15.4038
H -6.1364 25.4369 16.6019
H -3.4780 27.0903 17.0610
H -3.4533 25.4928 16.7266
H -4.7448 26.4233 19.2390
H -3.3511 23.9468 18.3155
H -5.1579 23.9243 18.3404
H -5.0352 24.3564 20.9051
H -3.3487 24.2297 20.9001
H -3.6507 22.3011 22.3962
H -4.3194 20.8329 21.5760
H -5.4031 21.9448 22.2496
C -6.8830 19.3222 25.0788
O -7.0497 19.5087 26.4316
C -8.1060 18.7090 27.0735
C -8.1029 18.9506 28.5691
N -6.9691 18.2284 29.1011
C -6.6968 18.7688 30.4298
C -5.7050 17.8801 31.1049
O -4.4658 17.9597 30.4027
C -3.5463 16.9544 30.7732
H -6.0235 19.8381 24.6509
H -7.6976 19.8142 24.5474
H -6.6949 18.2740 24.8464
H -7.9415 17.6895 26.7247
H -9.0925 19.0039 26.7160
H -9.0797 18.6394 28.9394
H -8.0226 20.0304 28.6942
H -6.1972 18.4883 28.5038
H -7.5830 18.7964 31.0638
H -6.3465 19.7982 30.3540
H -6.0172 16.8362 31.0752
H -5.6741 18.1835 32.1514
H -3.6148 15.9948 30.2607
H -3.4385 16.7054 31.8289
H -2.5796 17.4284 30.6034
C -5.7676 33.4368 17.0342
O -5.1723 32.2655 17.4844
C -5.5897 31.9005 18.7134
C -5.0622 30.4607 18.9157
N -6.1302 29.4855 18.5629
C -6.8219 28.9279 19.6713
C -8.0457 28.0217 19.2730
O -8.8764 27.6743 20.3373
C -9.3708 26.3696 20.5190
H -6.7895 33.4928 17.4092
H -5.9134 33.3095 15.9616
H -5.1828 34.3542 17.1011
H -6.6730 31.8394 18.8174
H -5.1409 32.5252 19.4856
H -4.6042 30.3619 19.8999
H -4.2402 30.3682 18.2059
H -5.7997 28.6896 18.0362
H -7.2752 29.7717 20.1915
H -6.1628 28.5232 20.4394
H -7.7329 27.1267 18.7353
H -8.6281 28.5364 18.5088
H -8.5331 25.6881 20.6668
H -9.8948 26.0947 19.6036
H -10.1193 26.3047 21.3088
```

## Properties
- gap between HOMO and LUMO (eV) = 8.630
- HOMO level (eV) = -8.35
- SMILES = COC[C@H](C)N.COCCNCCOC.COCCNCCOC.COCCNCCOC.COCCNCCOC.COCCNCCOC.COCCNCCOC
- F_max (eV/Å) = 3.51

***

We obtain energy relative to the best compared isomer or geometry (same formula, charge and spin) values of 181.0 1.4 126.0 kcal/mol for the records listed above, in that order.